Computed, not measured: a cluster of 11 separate species, C34H66Br6N6O2S2 in total in a non-equilibrium geometry, with ωB97M-V/def2-TZVPD.

- net charge = -1
- E_LUMO (alpha / beta) (eV) = 1.67 / 1.71
- 2S+1 = 2
- Kohn-Sham gap (alpha / beta) (eV) = 1.709 / 9.220
- electronic energy (eV) = -491284.7770

Each line ends with the Löwdin charge.
Element x y z (Å)
C 21.31656 5.24118 -1.03266  -0.13
C 20.09712 5.97354 -0.44927  -0.26
C 18.71729 5.32477 -0.69542  -0.21
C 18.59365 3.82357 -0.49742  -0.23
N 18.48852 2.67548 -0.35955  0.11
H 21.26771 5.12892 -2.11577  0.05
H 21.49546 4.25961 -0.59378  0.07
H 22.20803 5.85442 -0.90106  0.02
H 20.09725 7.00502 -0.80161  0.08
H 20.24442 6.13594 0.61845  0.10
H 18.47189 5.54968 -1.73335  0.08
H 17.90275 5.82640 -0.17293  0.10
C 23.29470 3.19023 -4.88385  -0.15
C 21.86641 2.92759 -5.14389  -0.28
C 21.50857 1.68753 -6.06032  -0.18
C 22.10288 0.42768 -5.58970  -0.25
N 22.65130 -0.55911 -5.28167  0.12
H 23.83216 2.27475 -4.63659  0.08
H 23.55738 3.93007 -4.12772  0.05
H 23.73419 3.45144 -5.84651  0.05
H 21.34208 3.86003 -5.35301  0.07
H 21.62038 2.64881 -4.11926  0.10
H 21.75186 1.83664 -7.11231  0.10
H 20.44732 1.47782 -5.92664  0.10
C 19.00700 9.46484 -4.20672  -0.15
C 17.62587 10.11580 -4.36192  -0.25
C 17.60577 11.14663 -5.48283  -0.23
C 18.23252 12.37622 -5.08464  -0.25
N 18.74493 13.36813 -4.81834  0.15
H 19.40191 9.14016 -5.16939  0.05
H 18.99575 8.58588 -3.56221  0.05
H 19.83870 10.05196 -3.81725  0.00
H 17.40218 10.58555 -3.40411  0.11
H 16.93098 9.32610 -4.64757  0.10
H 16.54562 11.23051 -5.72190  0.11
H 17.90855 10.69968 -6.42975  0.06
C 27.73731 9.05150 -6.30830  -0.07
C 26.65236 9.22060 -5.19162  -0.28
C 26.68997 8.19183 -4.11102  -0.25
C 27.93165 8.22835 -3.36743  -0.23
N 28.85775 8.23603 -2.69974  0.15
H 28.66872 9.49729 -5.95922  0.07
H 27.35804 9.58175 -7.18184  0.05
H 27.85862 7.99536 -6.54902  0.04
H 25.67745 9.27552 -5.67602  0.07
H 26.82927 10.14163 -4.63619  0.09
H 26.64338 7.23154 -4.62461  0.04
H 25.79001 8.38667 -3.52773  0.08
C 20.57710 4.68203 -9.46884  -0.12
C 20.74774 5.60101 -8.22535  -0.29
C 19.51022 6.39473 -7.82311  -0.21
C 19.06347 7.41467 -8.89924  -0.22
N 18.69099 8.07443 -9.75390  0.12
H 19.64619 4.11631 -9.43069  0.07
H 21.43248 4.00656 -9.45590  0.05
H 20.62620 5.24451 -10.40120  0.07
H 21.50932 6.33420 -8.49093  0.09
H 21.16157 5.08110 -7.36132  0.07
H 19.63023 6.93650 -6.88493  0.08
H 18.71071 5.68066 -7.62571  0.08
C 24.92792 9.50409 -9.75024  -0.15
C 26.05908 9.06982 -10.65896  -0.26
C 26.83221 10.22289 -11.36035  -0.16
C 27.39207 11.23202 -10.40667  -0.23
N 27.93110 12.02259 -9.73747  0.13
H 25.31721 10.02574 -8.87592  -0.01
H 24.30693 8.66761 -9.42967  0.07
H 24.25170 10.11618 -10.34704  0.08
H 25.57792 8.39514 -11.36704  0.10
H 26.61187 8.27901 -10.15186  0.10
H 26.28790 10.78128 -12.12194  0.11
H 27.74022 9.89043 -11.86343  0.11
C 23.22613 7.31733 -6.04953  -0.22
S 23.14508 8.37259 -4.55267  0.84
O 22.03589 9.38992 -4.90557  -0.58
C 22.35306 7.26579 -3.31356  -0.26
H 23.23535 7.99487 -6.90331  0.04
H 22.30367 6.74262 -6.13245  0.03
H 24.14107 6.73614 -5.93453  -0.02
H 21.28350 7.19880 -3.51270  0.04
H 22.38949 7.70925 -2.31851  0.02
H 22.81044 6.27726 -3.27216  0.01
C 25.95995 6.52848 -0.52881  -0.23
S 25.01521 5.31545 -1.59707  0.83
O 25.62978 5.23475 -2.98056  -0.60
C 25.67779 3.72005 -0.81971  -0.22
H 26.98638 6.18048 -0.41287  0.05
H 25.40423 6.78329 0.37360  0.04
H 25.96603 7.52267 -0.97562  0.03
H 25.08989 3.29650 -0.00541  0.04
H 26.70536 3.78706 -0.46235  0.04
H 25.66752 2.96306 -1.60390  0.04
Br 29.16742 2.99730 -9.60671  0.53
C 27.78839 4.21926 -8.81066  -0.67
C 27.74245 4.01846 -7.28480  -0.63
Br 26.36804 5.22191 -6.52189  0.69
H 26.86238 3.88829 -9.28084  0.04
H 27.96128 5.21364 -9.22228  0.04
H 28.69560 4.23944 -6.80443  0.06
H 27.28815 3.02929 -7.22763  0.05
Br 24.62693 12.23985 -7.44823  0.61
C 22.64952 12.08532 -7.13246  -0.63
C 22.07003 11.20358 -8.15154  -0.68
Br 20.06138 11.18650 -8.22887  0.63
H 22.18639 13.06951 -7.20302  0.06
H 22.51655 11.68082 -6.12906  0.02
H 22.45465 10.18692 -8.07051  0.04
H 22.38662 11.59503 -9.11830  0.04
Br 20.92038 10.41087 -1.28414  0.62
C 22.00984 11.53628 -2.46648  -0.68
C 23.48123 11.37644 -2.17457  -0.67
Br 24.56298 12.26759 -3.57339  0.62
H 21.78638 12.59197 -2.31255  0.06
H 21.86378 11.23621 -3.50413  0.01
H 23.71695 10.31254 -2.20000  0.02
H 23.80287 11.78650 -1.21723  0.05

Computed, not measured: a cluster of 6 separate species, C34H66IN2O20P7S3 in total in a non-equilibrium geometry, with ωB97M-V/def2-TZVPD.

- net charge = 0
- SMILES string = CC[C@H](I)c1c2c(c(N=C=S)c([PH2]=S)c1P(C)CC)Nc1ccccc1S2.COP(=O)(OC)OC.COP(=O)(OC)OC.COP(=O)(OC)OC.COP(=O)(OC)OC.COP(=O)(OC)OC
- E_LUMO (eV) = -0.99
- Kohn-Sham gap (eV) = 7.181
- electronic energy (eV) = -185885.2689

Each line ends with the Löwdin charge.
Element x y z (Å)
C 1.73388 -4.72326 -0.57816  -0.13
C 0.93699 -3.40833 -0.71983  -0.31
C 0.77492 -2.71650 0.64330  -0.70
I -0.04708 -4.06102 2.13815  0.95
C 0.03297 -1.40308 0.53939  -0.29
C 0.71129 -0.20577 0.80778  -0.32
C 0.10915 1.03340 0.69783  -0.22
C -1.20845 1.11854 0.31550  -0.24
N -1.79955 2.43657 0.24132  0.07
C -2.15440 2.82402 1.33558  -0.80
S -2.74887 3.51143 2.59556  0.77
C -1.91835 -0.03495 0.01142  -0.32
P -3.62444 0.26680 -0.54639  0.45
S -3.73841 1.69782 -1.87252  0.22
C -1.31059 -1.29047 0.13631  -0.30
P -2.22464 -2.87571 -0.24191  0.90
C -2.55181 -2.75327 -2.07269  -0.26
C -3.81290 -2.93308 0.68316  -0.43
C -4.48877 -4.29639 0.34564  -0.14
N 0.81874 2.23994 0.98430  0.08
C 2.06285 2.30697 0.26067  -0.27
C 2.34958 3.43601 -0.48125  0.00
C 3.55576 3.49156 -1.15335  -0.07
C 4.45856 2.45071 -1.05754  -0.09
C 4.18114 1.31440 -0.32219  -0.08
C 2.96330 1.25990 0.32238  -0.42
S 2.43094 -0.13866 1.28983  1.10
H 2.38726 -4.79949 -1.44599  0.07
H 2.38972 -4.63954 0.28543  0.06
H 1.07529 -5.58151 -0.51618  0.06
H 1.57646 -2.73079 -1.29352  0.12
H -0.01002 -3.53589 -1.22826  0.05
H 1.78663 -2.55204 0.98956  0.02
H -4.22639 -0.86865 -1.08014  -0.05
H -4.40718 0.63451 0.56575  0.00
H -2.57463 -3.77117 -2.44930  0.03
H -3.42584 -2.17288 -2.35272  0.01
H -1.66419 -2.27822 -2.48872  0.04
H -3.62748 -2.86872 1.75285  0.07
H -4.52267 -2.14077 0.45437  0.02
H -5.46431 -4.08723 -0.08198  0.07
H -3.87694 -4.88882 -0.33025  0.05
H -4.62999 -4.85821 1.26348  0.07
H 1.09268 2.16214 1.96584  0.13
H 1.60044 4.21322 -0.49656  0.13
H 3.76064 4.37225 -1.74376  0.11
H 5.39894 2.55059 -1.58039  0.10
H 4.88507 0.49968 -0.25463  0.11
C -0.45681 2.39136 -3.38870  -0.11
O 0.32878 2.80239 -4.51342  -0.30
P 0.38325 4.43173 -4.77587  0.51
O 0.58294 4.95391 -3.40375  -0.25
O -1.18043 4.48869 -5.26773  -0.25
C -1.65775 3.56591 -6.25825  -0.11
O 0.76198 5.79844 -5.60695  -0.20
C 0.69083 5.80692 -7.04981  -0.08
H -0.67799 1.33189 -3.51599  0.09
H 0.11206 2.52665 -2.46946  0.08
H -1.39321 2.93987 -3.33139  0.05
H -2.29152 2.81859 -5.77977  0.09
H -0.84484 3.05855 -6.77759  0.08
H -2.24906 4.11897 -6.98638  0.09
H -0.34615 5.91523 -7.37030  0.08
H 1.11797 4.90081 -7.47745  0.09
H 1.25891 6.66146 -7.40635  0.09
C 6.05933 0.63386 -7.92897  -0.10
O 4.83621 0.97386 -7.26940  -0.28
P 4.68629 2.54102 -6.83906  0.53
O 5.17657 3.30882 -7.99402  -0.24
O 5.77724 2.43557 -5.61953  -0.25
C 5.72242 1.32807 -4.70911  -0.11
O 3.79080 3.67649 -6.05874  -0.20
C 3.12501 3.33826 -4.82543  -0.09
H 6.16809 -0.44662 -7.84780  0.09
H 6.00820 0.91146 -8.97872  0.09
H 6.91311 1.11703 -7.45606  0.09
H 6.54531 0.64480 -4.92108  0.09
H 4.78323 0.78029 -4.77873  0.08
H 5.83074 1.71104 -3.69600  0.07
H 3.82549 3.36403 -3.99037  0.08
H 2.64678 2.36482 -4.88043  0.09
H 2.35014 4.10479 -4.63799  0.03
C 1.07392 -5.88552 5.39352  -0.11
O 1.54015 -6.98583 4.58674  -0.29
P 0.63919 -8.33601 4.65772  0.51
O -0.76148 -7.88673 4.58659  -0.24
O 1.11371 -8.72248 6.18234  -0.25
C 2.49781 -8.63805 6.54186  -0.12
O 0.49674 -9.90843 4.20884  -0.21
C 1.66954 -10.74377 4.16229  -0.10
H 1.90358 -5.20144 5.51839  0.09
H 0.26443 -5.36820 4.88575  0.03
H 0.74380 -6.22041 6.37460  0.09
H 2.65278 -7.76834 7.18107  0.09
H 3.14772 -8.55399 5.67124  0.08
H 2.76491 -9.53782 7.09558  0.09
H 1.93686 -11.06778 5.16903  0.08
H 2.51363 -10.22709 3.70615  0.09
H 1.43187 -11.62007 3.56482  0.09
C 1.27553 -0.52812 8.98284  -0.10
O 1.18065 -0.32121 7.57059  -0.27
P 1.87939 -1.46864 6.64691  0.52
O 1.50184 -2.74681 7.26899  -0.24
O 3.41056 -1.00746 7.01718  -0.25
C 3.76323 0.38273 7.00139  -0.12
O 2.28485 -1.93486 5.12896  -0.22
C 2.73892 -0.91840 4.20950  -0.15
H 1.08596 0.43554 9.45304  0.09
H 0.52162 -1.24053 9.30835  0.09
H 2.26718 -0.87721 9.26724  0.09
H 3.87363 0.73988 8.02562  0.09
H 3.01689 0.99367 6.49472  0.08
H 4.71583 0.48958 6.48433  0.09
H 3.78106 -0.67032 4.42367  0.09
H 2.12210 -0.02402 4.28946  0.08
H 2.68030 -1.27057 3.17008  -0.01
C -9.68915 6.57498 0.40328  -0.11
O -8.42058 6.64568 -0.24870  -0.28
P -8.06156 5.37960 -1.21939  0.52
O -9.30023 5.10085 -1.96411  -0.24
O -7.81674 4.34051 0.03063  -0.26
C -7.03619 4.75157 1.15979  -0.12
O -6.93744 4.66235 -2.15925  -0.21
C -5.54882 4.69521 -1.75249  -0.12
H -9.64983 7.26946 1.24164  0.09
H -10.47869 6.88085 -0.27889  0.09
H -9.88799 5.57177 0.77796  0.09
H -7.69551 4.93139 2.01016  0.09
H -6.46433 5.65731 0.96083  0.08
H -6.34446 3.94778 1.41080  0.08
H -5.36904 3.94624 -0.98348  0.04
H -5.26878 5.68178 -1.38261  0.09
H -4.93591 4.45682 -2.61631  0.07

Computed, not measured: a cluster of 3 separate species, C34H67Br2F3NO2 in total in a non-equilibrium geometry, with ωB97M-V/def2-TZVPD.

- net charge = -1
- E_LUMO (eV) = 2.41
- Kohn-Sham gap (eV) = 7.718
- electronic energy (eV) = -190171.0158

Each line ends with the Löwdin charge.
Element x y z (Å)
C 4.60663 -3.21737 2.28724  -0.11
C 3.30867 -2.41829 2.21039  -0.27
C 3.54084 -0.92151 2.10640  -0.22
C 3.66259 -0.43548 0.66772  -0.20
C 2.31248 -0.00541 0.09425  -0.20
C 1.94815 1.40088 0.55763  -0.19
C 0.46133 1.69838 0.77613  -0.21
C -0.33412 1.96878 -0.48544  -0.19
C -0.51206 0.71186 -1.33855  -0.21
C 0.28453 0.77233 -2.61598  -0.23
C 0.23690 -0.48819 -3.43732  -0.21
C 0.73778 -1.67398 -2.65158  -0.22
C 0.59284 -3.01554 -3.36437  -0.20
C -0.09738 -4.07577 -2.51421  -0.21
C 0.41414 -4.21064 -1.07898  -0.18
C -0.66631 -4.60795 -0.08384  -0.15
C -1.50781 -3.43619 0.49534  -0.44
N -2.04076 -2.64507 -0.59343  0.08
C -2.61655 -4.12398 1.33886  -0.11
C -3.31985 -3.28229 2.42093  -0.15
C -4.79274 -2.99517 2.21880  -0.82
F -5.52718 -4.11767 2.35745  0.02
Br -5.23638 -2.19419 0.51063  0.82
C -5.31686 -2.03578 3.33305  -0.96
F -4.89089 -2.46828 4.51567  0.05
F -6.65300 -2.07695 3.35985  0.03
Br -4.78357 -0.17909 3.19782  0.84
C -0.59956 -2.54840 1.36175  -0.65
O 0.33851 -3.10131 1.99717  -0.03
O -0.92164 -1.34256 1.36103  -0.04
H 5.14150 -3.13621 1.34945  0.06
H 4.36326 -4.25439 2.47276  0.06
H 5.21178 -2.87267 3.11806  0.06
H 2.70744 -2.63025 3.08319  0.10
H 2.75699 -2.76777 1.35030  0.09
H 2.68878 -0.41896 2.54741  0.10
H 4.40384 -0.63922 2.70395  0.10
H 4.29777 0.44482 0.67198  0.10
H 4.11582 -1.20928 0.06105  0.10
H 1.55664 -0.72246 0.38933  0.10
H 2.38524 -0.04922 -0.98536  0.08
H 2.42700 1.52758 1.51903  0.09
H 2.38442 2.15474 -0.09379  0.11
H 0.00921 0.90245 1.35569  0.09
H 0.39849 2.60374 1.37411  0.10
H 0.11677 2.75867 -1.07628  0.10
H -1.32893 2.24046 -0.15734  0.10
H -0.24806 -0.12783 -0.71198  0.07
H -1.55470 0.56373 -1.59188  0.11
H 1.29535 1.08475 -2.37338  0.10
H -0.13658 1.57713 -3.21649  0.09
H 0.90730 -0.35090 -4.28650  0.10
H -0.74771 -0.68540 -3.84872  0.12
H 1.77144 -1.55350 -2.35946  0.11
H 0.16576 -1.73472 -1.73701  0.08
H -0.01971 -2.84917 -4.24523  0.10
H 1.55868 -3.36629 -3.71576  0.10
H 0.08209 -5.03377 -2.99747  0.10
H -1.16131 -3.92386 -2.55206  0.09
H 1.16126 -4.99821 -1.08606  0.11
H 0.93493 -3.33709 -0.71119  0.10
H -1.35515 -5.30935 -0.56672  0.11
H -0.24047 -5.09532 0.77784  0.10
H -2.31542 -1.72673 -0.27698  0.05
H -2.78469 -3.12040 -1.08143  0.06
H -3.35426 -4.50264 0.63790  0.10
H -2.17544 -4.98231 1.82970  0.11
H -3.28724 -3.85278 3.33832  0.12
H -2.81510 -2.34394 2.62747  0.10
C -0.91492 2.62592 -6.57166  -0.11
C 0.56814 2.55505 -6.21875  -0.26
C 1.04891 3.74186 -5.39013  -0.23
C 0.93579 5.10442 -6.07603  -0.23
C 1.67594 5.21837 -7.40769  -0.27
C 3.18506 5.02719 -7.28163  -0.11
H -1.14475 3.50013 -7.18387  0.06
H -1.21884 1.74227 -7.13467  0.07
H -1.52558 2.67263 -5.66769  0.07
H 1.15908 2.46379 -7.13504  0.10
H 0.74687 1.64121 -5.64765  0.09
H 2.08801 3.56817 -5.09656  0.10
H 0.47800 3.77609 -4.45736  0.10
H 1.31679 5.86915 -5.39162  0.11
H -0.11892 5.34493 -6.23734  0.10
H 1.48168 6.20974 -7.82681  0.10
H 1.27434 4.49968 -8.12707  0.10
H 3.61420 5.76305 -6.59849  0.07
H 3.67067 5.14778 -8.25151  0.07
H 3.43588 4.03252 -6.91134  0.07
C -1.14216 4.24529 6.20950  -0.12
C -1.15661 2.98893 7.07630  -0.28
C -0.17626 1.91684 6.60410  -0.23
C -0.44843 1.36792 5.20158  -0.22
C -1.83318 0.76442 5.00358  -0.29
C -2.09283 -0.44460 5.89700  -0.11
H -1.43766 4.02845 5.18240  0.06
H -1.83556 4.99267 6.60056  0.06
H -0.14527 4.69113 6.18915  0.07
H -2.17086 2.58288 7.11527  0.10
H -0.89924 3.26743 8.10300  0.10
H -0.17807 1.09427 7.32543  0.10
H 0.83826 2.33012 6.62464  0.11
H 0.30158 0.60762 4.97392  0.11
H -0.30209 2.16136 4.46673  0.10
H -1.92665 0.45348 3.96231  0.07
H -2.60806 1.52129 5.17109  0.09
H -1.35374 -1.22609 5.70864  0.08
H -3.08065 -0.86295 5.69915  0.04
H -2.05468 -0.18311 6.95766  0.06

The lowest electronic energy belongs to which entry? C34H66Br6N6O2S2

What is the formula in the second record? C34H66IN2O20P7S3